{
  "formula": "C39H27F4N7Ti",
  "method": "wB97M-V/def2-TZVPD",
  "symbols": ["Ti", "N", "C", "C", "C", "C", "C", "C", "C", "C", "C", "C", "C", "C", "H", "H", "H", "H", "H", "H", "H", "H", "H", "H", "C", "C", "C", "C", "C", "C", "C", "C", "C", "C", "N", "C", "C", "C", "C", "C", "N", "H", "H", "H", "H", "H", "H", "H", "H", "H", "H", "H", "H", "H", "H", "H", "H", "H", "F", "C", "C", "F", "C", "C", "C", "F", "C", "C", "C", "N", "C", "N", "F", "C", "C", "N", "C", "N"],
  "xyz": [[-1.0287, -0.3785, -1.2079], [-2.7970, 0.5255, -2.1239], [-3.4969, 0.5126, -0.8561], [-3.8998, 1.7255, -0.2949], [-4.4965, 1.7421, 0.9457], [-4.6831, 0.5460, 1.6436], [-4.2906, -0.6502, 1.0850], [-3.6920, -0.6999, -0.1829], [-3.3130, -1.9954, -0.8023], [-4.1380, -3.1132, -0.7498], [-3.7269, -4.2887, -1.3616], [-2.5043, -4.3606, -2.0236], [-1.6715, -3.2548, -2.0666], [-2.0777, -2.0683, -1.4532], [-3.2075, -0.1084, -2.8070], [-2.7720, 1.4629, -2.5123], [-3.7611, 2.6481, -0.8476], [-4.8170, 2.6789, 1.3790], [-5.1452, 0.5610, 2.6212], [-4.4461, -1.5777, 1.6211], [-5.0996, -3.0612, -0.2545], [-4.3696, -5.1584, -1.3300], [-2.2033, -5.2833, -2.5015], [-0.7142, -3.3224, -2.5688], [0.5208, -0.5468, 2.3692], [-0.4273, -1.5482, 1.7165], [0.2900, -2.7133, 1.0881], [0.4062, -3.8915, 1.8057], [1.0909, -4.9762, 1.2774], [1.6435, -4.8857, 0.0161], [1.5497, -3.7214, -0.7457], [2.1245, -3.7608, -2.1442], [3.6545, -3.7387, -2.1721], [0.8909, -2.6257, -0.1740], [0.7143, -1.4112, -0.9204], [1.7102, -0.8999, -1.6121], [1.3899, 0.0632, -2.5757], [2.1140, 0.8127, -3.4908], [1.1799, 1.5523, -4.2300], [-0.0725, 1.2269, -3.7409], [0.0221, 0.3172, -2.7343], [-0.0275, 0.2583, 2.8618], [1.2123, -0.1182, 1.6406], [1.1159, -1.0543, 3.1283], [-1.0948, -1.0377, 0.9943], [-1.1318, -1.9285, 2.4581], [-0.0484, -3.9629, 2.7862], [1.1731, -5.8946, 1.8425], [2.1467, -5.7446, -0.4114], [1.7241, -2.9591, -2.7702], [1.7854, -4.6883, -2.6113], [4.0657, -2.8391, -1.7091], [4.0227, -3.7933, -3.1957], [4.0610, -4.5877, -1.6235], [2.7296, -1.2345, -1.4496], [3.1860, 0.8101, -3.6105], [1.3851, 2.2310, -5.0407], [-1.0269, 1.5933, -4.0862], [1.8337, 2.6853, 0.3001], [1.8821, 3.6469, 1.2251], [3.0335, 4.3138, 1.4146], [4.0758, 3.9945, 0.6810], [3.1582, 5.3724, 2.4013], [1.9479, 5.6429, 3.1585], [0.8006, 4.9649, 2.9566], [-0.2640, 5.2633, 3.6812], [0.6877, 3.9190, 1.9756], [-0.4893, 3.2260, 1.7764], [-0.6216, 2.1807, 0.8309], [-0.7640, 1.2869, 0.1206], [-1.7136, 3.4504, 2.4870], [-2.7466, 3.5323, 2.9826], [1.9747, 6.5824, 4.0716], [4.3194, 6.0569, 2.6009], [4.4678, 7.1026, 3.5672], [4.6622, 7.9451, 4.3233], [5.5194, 5.8028, 1.8606], [6.5078, 5.6466, 1.2972]],
  "forces_ev_per_angstrom": [[0.0368, 0.1261, 0.0023], [0.0790, -0.0672, 0.0224], [-0.0101, 0.0654, -0.0260], [-0.0049, -0.0147, 0.0024], [0.0011, -0.0044, 0.0047], [0.0004, 0.0132, -0.0008], [-0.0058, -0.0036, -0.0015], [0.0007, -0.0261, 0.0124], [0.0177, 0.0053, -0.0103], [0.0008, 0.0018, 0.0033], [0.0003, 0.0006, 0.0011], [-0.0062, -0.0032, 0.0046], [-0.0028, -0.0057, -0.0036], [0.0227, -0.0168, -0.0070], [-0.0083, 0.0097, -0.0063], [-0.0077, 0.0042, 0.0030], [0.0030, -0.0022, -0.0041], [-0.0021, -0.0038, 0.0062], [-0.0008, 0.0048, 0.0008], [0.0042, -0.0029, -0.0034], [-0.0004, -0.0043, 0.0003], [-0.0007, -0.0005, 0.0014], [-0.0040, -0.0016, 0.0007], [0.0028, 0.0032, 0.0028], [0.0043, -0.0048, 0.0048], [0.0175, 0.0054, -0.0133], [0.0038, 0.0124, -0.0122], [-0.0099, -0.0033, -0.0031], [-0.0002, -0.0014, 0.0102], [0.0107, -0.0059, -0.0049], [-0.0049, 0.0138, -0.0008], [-0.0065, -0.0101, -0.0077], [-0.0004, -0.0013, 0.0010], [0.0060, -0.0107, 0.0322], [-0.0178, -0.0266, -0.0167], [0.0048, -0.0049, 0.0423], [-0.0551, -0.0079, -0.0417], [0.0120, 0.0160, 0.0212], [-0.0185, -0.0215, -0.0005], [-0.0002, 0.0422, -0.0129], [-0.0042, -0.0278, 0.0152], [-0.0057, 0.0006, -0.0069], [0.0028, 0.0024, 0.0060], [0.0017, -0.0004, -0.0006], [-0.0114, -0.0012, 0.0019], [-0.0044, -0.0001, 0.0006], [0.0016, -0.0006, 0.0014], [0.0003, 0.0000, 0.0000], [-0.0009, 0.0006, -0.0014], [0.0018, -0.0023, 0.0046], [0.0035, -0.0001, -0.0010], [0.0001, 0.0026, -0.0020], [0.0019, -0.0004, 0.0013], [-0.0012, -0.0010, 0.0001], [-0.0016, -0.0076, 0.0054], [-0.0005, -0.0010, -0.0011], [-0.0021, -0.0016, -0.0031], [0.0028, -0.0002, -0.0009], [-0.0008, -0.0007, 0.0022], [0.0242, 0.0155, 0.0077], [-0.0206, -0.0235, -0.0122], [0.0041, 0.0054, 0.0040], [0.0310, 0.0142, 0.0141], [-0.0138, -0.0080, -0.0180], [0.0222, 0.0021, 0.0103], [-0.0035, -0.0016, 0.0009], [-0.0365, -0.0032, -0.0048], [-0.0987, 0.0590, -0.0261], [0.3576, -0.1265, 0.0824], [-0.3046, 0.0446, -0.0775], [0.0029, -0.0132, -0.0036], [-0.0010, 0.0037, -0.0012], [0.0009, 0.0038, 0.0004], [-0.0235, -0.0058, -0.0089], [0.0111, -0.0081, 0.0055], [-0.0014, 0.0049, -0.0042], [0.0016, 0.0108, 0.0022], [0.0032, -0.0038, 0.0040]],
  "total_charge": 2,
  "orbital_gap_ev": [5.43, 5.43],
  "relative_energy_kj_mol": 0.0,
  "homo_energy_ev": [-13.728, -13.728]
}